Record 1
Here is a 5-piece molecular cluster, C25H50B3NO18 overall from the Open Molecules 2025 dataset. Energies are from ωB97M-V with the def2-TZVPD basis set.

Calculated values
HOMO-LUMO gap: 9.31 eV
Energy above the lowest of the compared OMol25 structures with the same formula, charge and spin: 0.0 kcal/mol
Maximum force: 1.06 eV Å⁻¹
E_tot: -2466.52926 Eh
HOMO level: -9.0 eV

Each line ends with the Löwdin charge.
Positions of all 97 atoms, in Å:
C  -1.31890  3.71949  0.25526  -0.07
N  -1.22959  2.31931  -0.18562  -0.18
C  -2.09724  2.00419  -1.33375  -0.06
C  0.13794  1.95521  -0.44547  -0.44
O  0.77263  2.41374  -1.36628  0.12
C  0.71283  0.92360  0.50536  0.06
B  0.97256  -0.38693  -0.32684  -0.52
O  1.93684  -0.36799  -1.32600  0.27
B  1.50082  -1.06336  -2.43345  -0.37
O  1.06318  -2.35884  -2.22349  0.26
B  0.13488  -2.46202  -1.19271  -0.50
C  -0.99132  -3.54645  -1.13404  -0.05
C  -1.52718  -4.09650  -2.47211  -0.19
C  -1.76836  -3.03254  -3.55563  -0.14
C  -0.72814  -2.93652  -4.69162  -0.15
O  0.26289  -3.97289  -4.57050  -0.05
C  1.46028  -3.69176  -5.08907  -0.35
O  1.66535  -2.94678  -6.00895  0.08
O  0.22844  -1.53720  -0.14028  0.29
H  -1.50003  4.40638  -0.57746  0.09
H  -0.38002  4.01465  0.73179  0.09
H  -2.10825  3.81198  1.00558  0.08
H  -1.52714  1.89911  -2.26201  0.09
H  -2.64373  1.07533  -1.13787  0.08
H  -2.84588  2.78849  -1.45180  0.08
H  -0.00506  0.75005  1.30506  0.12
H  1.66290  1.30985  0.88682  0.13
H  1.39636  -0.51550  -3.48557  0.14
H  -1.81421  -3.10761  -0.55853  0.12
H  -0.60545  -4.38480  -0.53943  0.12
H  -0.87725  -4.89154  -2.83138  0.11
H  -2.48877  -4.57084  -2.25149  0.11
H  -2.73574  -3.23357  -4.02528  0.11
H  -1.87696  -2.04479  -3.09136  0.12
H  -1.21139  -3.03767  -5.66677  0.13
H  -0.22691  -1.96709  -4.70068  0.11
H  2.25864  -4.22976  -4.56147  0.15
C  -6.34593  -2.42543  2.40649  -0.06
C  -5.34116  -1.29494  2.41313  -0.21
O  -5.37979  -0.53290  1.19315  0.03
C  -6.38468  0.33279  1.09289  -0.62
O  -7.22489  0.55350  1.92549  0.12
O  -6.29310  0.93349  -0.09495  0.00
C  -7.34648  1.85952  -0.37560  -0.04
H  -6.19948  -3.05891  1.53070  0.08
H  -6.22420  -3.03206  3.30395  0.08
H  -7.36516  -2.04230  2.38292  0.08
H  -4.32747  -1.68624  2.46636  0.12
H  -5.49156  -0.63102  3.26342  0.12
H  -7.44683  2.58700  0.42657  0.10
H  -8.28825  1.33119  -0.51421  0.10
H  -7.06465  2.35833  -1.29797  0.09
C  -4.98287  -0.42594  8.35741  -0.06
C  -5.70028  -1.17980  7.25977  -0.21
O  -4.78672  -1.91730  6.42789  0.03
C  -4.32895  -3.05445  6.94672  -0.62
O  -4.62470  -3.52015  8.01547  0.13
O  -3.48972  -3.60120  6.06580  0.00
C  -2.87844  -4.81696  6.50870  -0.04
H  -4.21180  0.21848  7.93384  0.08
H  -5.69180  0.19254  8.90769  0.08
H  -4.50921  -1.11264  9.05710  0.08
H  -6.19348  -0.48967  6.57801  0.12
H  -6.45175  -1.85817  7.66229  0.12
H  -3.63109  -5.53466  6.82665  0.10
H  -2.19108  -4.61732  7.32891  0.10
H  -2.33197  -5.20262  5.65359  0.09
C  4.10291  3.58999  -1.28416  -0.06
C  5.39054  4.38090  -1.26942  -0.20
O  5.52033  5.17628  -0.07468  0.04
C  5.88605  4.51330  1.01658  -0.62
O  6.14131  3.33903  1.09052  0.12
O  5.93242  5.37901  2.03227  0.00
C  6.27196  4.79341  3.29096  -0.04
H  3.24129  4.24359  -1.14593  0.08
H  3.99475  3.07408  -2.23771  0.07
H  4.09374  2.84478  -0.48952  0.08
H  5.40870  5.10439  -2.08169  0.12
H  6.26093  3.73367  -1.37061  0.12
H  7.19883  4.22895  3.21840  0.09
H  5.47095  4.14026  3.63394  0.10
H  6.39336  5.62284  3.98106  0.09
C  5.31796  -0.84848  -3.00074  -0.05
C  4.83300  0.33360  -3.81048  -0.20
O  5.86379  1.31782  -4.00182  0.03
C  6.77060  1.02477  -4.93104  -0.61
O  6.78826  0.04260  -5.62514  0.13
O  7.66038  2.01781  -4.96732  0.00
C  8.73014  1.81727  -5.89515  -0.04
H  5.73892  -0.51212  -2.05238  0.09
H  4.48371  -1.51915  -2.78925  0.07
H  6.08373  -1.41393  -3.52961  0.08
H  4.04562  0.86310  -3.27592  0.11
H  4.43792  0.02259  -4.77749  0.13
H  8.34477  1.60292  -6.88931  0.10
H  9.36930  1.00010  -5.56486  0.10
H  9.29228  2.74603  -5.90462  0.09

=====

Record 2
Here is C25H50F6GeN5O7S3Si3Sn as an isolated structure from the Open Molecules 2025 dataset. Energies are from ωB97M-V with the def2-TZVPD basis set.

Calculated values
HOMO-LUMO gap (spin up / spin down): 7.06 / 6.44 eV
Energy above the lowest of the compared OMol25 structures with the same formula, charge and spin: 31.3 kcal/mol
2S+1: 2
Maximum force: 0.83 eV Å⁻¹
E_tot: -6736.52315 Eh
HOMO level (spin up / spin down): -6.8 / -7.2 eV

Each line ends with the Löwdin spin population.
Positions of all 101 atoms, in Å:
Sn  0.89381  0.48928  -0.59953  0.00
N  -2.77761  -0.05878  0.87094  0.00
C  -3.19645  0.37741  2.20720  0.00
C  -2.07138  0.16645  3.20114  0.00
N  -0.91655  0.95032  2.79683  0.00
C  0.21600  0.92034  3.71396  0.00
C  1.52640  1.07450  2.96408  0.00
N  1.43402  2.22020  2.06064  0.00
H  -2.22770  0.65328  0.39854  0.00
H  -3.57848  -0.24470  0.27967  0.00
H  -4.05746  -0.21565  2.52315  0.00
H  -3.49638  1.43339  2.23963  0.00
H  -1.84308  -0.90498  3.27610  0.00
H  -2.40128  0.50771  4.18713  0.00
H  -0.61157  0.64608  1.87623  0.00
H  0.25572  -0.00899  4.29866  0.00
H  0.11189  1.74192  4.43424  0.00
H  1.71321  0.17951  2.36214  0.00
H  2.34042  1.14160  3.69703  0.00
H  2.27121  2.33031  1.49775  0.00
H  1.31650  3.07426  2.59450  0.00
F  -1.33655  0.66931  -5.10455  0.00
C  -0.05985  1.06084  -5.13608  0.00
F  0.43874  0.75764  -6.31546  0.00
F  -0.01669  2.36795  -4.93176  0.00
S  0.82360  0.14065  -3.75092  0.00
O  -0.26318  -0.19448  -2.84670  0.00
O  1.55805  -0.93721  -4.34007  0.00
N  1.72370  1.17368  -2.90537  0.00
S  3.02479  1.74037  -3.71594  0.00
O  3.52164  2.93539  -3.13023  0.00
O  2.74190  1.69108  -5.12229  0.00
C  4.38335  0.46109  -3.47377  0.00
F  5.46167  1.05577  -2.97408  0.00
F  4.69818  -0.08658  -4.63638  0.00
F  4.01108  -0.50701  -2.63458  0.00
C  3.84898  -3.47096  1.79059  0.01
Si  1.90992  -3.65952  -0.74840  0.00
C  2.99074  -3.27526  -2.21366  0.00
C  2.45649  -5.39189  -0.29893  0.00
Ge  0.01155  -2.40371  -0.12954  0.00
Si  -1.32543  -3.50326  -1.84246  0.00
C  -0.82754  -3.21215  -3.63097  0.00
C  -1.38578  -5.38368  -1.63354  0.00
C  -3.09966  -2.91282  -1.65574  0.00
Si  -0.57790  -3.80529  1.78232  0.00
C  -2.43223  -3.63834  2.05755  0.00
C  0.33453  -3.08455  3.28450  0.00
C  -0.30384  -5.67278  1.91042  0.00
H  4.70509  -4.03087  1.42288  0.00
H  3.10241  -4.14934  2.18972  0.00
H  4.15935  -2.77548  2.56743  0.00
H  3.98215  -2.96978  -1.86590  0.00
H  2.59806  -2.47478  -2.83965  0.00
H  3.11271  -4.17832  -2.81629  0.00
H  3.53692  -5.48570  -0.42096  0.00
H  1.99064  -6.07850  -1.01342  0.00
H  2.16667  -5.72386  0.69196  0.00
H  0.25362  -3.21646  -3.78377  0.00
H  -1.19045  -2.24352  -3.97560  0.00
H  -1.26585  -3.99069  -4.25962  0.00
H  -0.39614  -5.83772  -1.53917  0.00
H  -1.87118  -5.82590  -2.50775  0.00
H  -1.96402  -5.66775  -0.75204  0.00
H  -3.18766  -1.86721  -1.95896  0.00
H  -3.45301  -3.00015  -0.62782  0.00
H  -3.75469  -3.50898  -2.29740  0.00
H  -2.77805  -2.63285  1.83053  0.00
H  -2.68253  -3.87294  3.09620  0.00
H  -2.97697  -4.33564  1.41550  0.00
H  0.72798  -2.08681  3.07764  0.00
H  1.17801  -3.71977  3.56953  0.00
H  -0.32707  -3.01406  4.15096  0.00
H  -0.47051  -6.21080  0.97828  0.00
H  -1.02740  -6.04226  2.64239  0.00
H  0.68789  -5.93274  2.27858  0.00
C  -1.53519  4.11048  1.50975  0.00
S  -1.58406  3.77926  -0.26804  0.00
C  -3.36141  3.86356  -0.49312  0.00
O  -1.23557  2.32961  -0.46353  0.00
H  -2.51382  4.41117  1.87746  0.00
H  -0.81222  4.90295  1.68937  0.00
H  -1.20639  3.18497  1.99152  0.00
H  -3.71464  4.85344  -0.20778  0.00
H  -3.81871  3.08970  0.12406  0.00
H  -3.56654  3.68032  -1.54525  0.00
O  3.21907  -2.73575  0.72701  0.06
C  3.77373  -1.50688  0.46729  0.28
N  2.95164  -0.50956  0.12247  0.04
C  3.71816  0.62009  -0.05323  0.11
O  3.18587  1.70351  -0.38155  0.19
C  5.10387  0.29090  0.21543  0.09
C  6.25755  1.06169  0.15514  0.00
C  7.46429  0.45414  0.43191  0.08
C  7.51532  -0.91320  0.75951  0.01
C  6.38062  -1.69124  0.81842  0.06
C  5.13771  -1.08700  0.54464  0.05
H  6.19711  2.10684  -0.12008  0.00
H  8.38175  1.02507  0.38590  0.00
H  8.47542  -1.36888  0.96466  0.00
H  6.47109  -2.73957  1.05977  0.00